The following is a quantum chemistry calculation of 2 unconnected molecules or ions with the total composition C8H12Cl2O6, from the OMol25 dataset.

SMILES	C[C@H](Cl)[C@@H](Cl)OC(=O)O.C[C@@H]1COC(=O)O1
orbital gap	11.061	eV
spin multiplicity	1
total charge	0
E_HOMO	-10.546	eV

XYZ file:
```
28
C8H12Cl2O6, DFT the ωB97M-V functional and the def2-TZVPD basis
C 0.063 -3.442 3.066
C -0.102 -2.770 1.709
Cl 1.506 -2.430 1.015
C -1.008 -1.525 1.838
Cl -0.585 -0.146 0.834
O -2.334 -1.923 1.479
C -3.168 -2.237 2.498
O -2.964 -2.038 3.654
O -4.297 -2.772 2.009
H -0.856 -3.955 3.354
H 0.864 -4.177 3.026
H 0.308 -2.706 3.830
H -0.587 -3.445 1.006
H -1.005 -1.162 2.862
H -4.093 -3.353 1.266
C 0.397 2.793 -3.932
C 1.053 3.292 -2.673
C 2.563 3.183 -2.612
O 2.799 3.065 -1.206
C 1.695 2.511 -0.644
O 1.625 2.109 0.469
O 0.682 2.479 -1.544
H -0.685 2.776 -3.816
H 0.645 3.452 -4.765
H 0.732 1.783 -4.168
H 0.741 4.317 -2.449
H 3.093 4.048 -3.002
H 2.918 2.273 -3.102
```

---

The following is a quantum chemistry calculation of a single C8H12ClN molecule at a distorted geometry, from the OMol25 dataset.

orbital gap	9.130	eV
spin multiplicity	1
total charge	0
E_HOMO	-8.340	eV

XYZ file:
```
22
C8H12ClN, DFT the ωB97M-V functional and the def2-TZVPD basis
C -1.126 -1.267 -1.429
C -1.582 -1.426 1.085
C 0.184 -1.010 -1.281
C -0.303 -1.340 1.443
C -2.086 -0.942 -0.294
C 0.863 -0.434 -0.140
C 1.179 1.435 1.429
C 0.968 1.832 -0.981
N 0.649 0.961 0.188
Cl 2.483 -1.030 -0.117
H -1.497 -1.487 -2.429
H -2.293 -2.104 1.679
H 0.816 -1.408 -2.111
H 0.173 -1.714 2.298
H -2.389 0.130 -0.405
H -3.152 -1.334 -0.385
H 2.174 1.035 1.629
H 1.420 2.452 1.245
H 0.418 1.486 2.309
H 0.563 1.294 -1.808
H 0.444 2.835 -0.960
H 2.095 2.036 -0.966
```

---

The following is a quantum chemistry calculation of a single C8H12ClN3 molecule at a distorted geometry, from the OMol25 dataset.

orbital gap (alpha / beta)	8.044 / 8.830	eV
spin multiplicity	3
total charge	0
E_HOMO (alpha / beta)	-7.304 / -9.301	eV

XYZ file:
```
24
C8H12ClN3, DFT the ωB97M-V functional and the def2-TZVPD basis
C -3.174 -0.624 0.046
C -2.112 1.187 0.305
C -0.322 0.928 -1.435
C -0.116 -1.174 0.564
C 1.063 0.710 1.385
C 2.370 -0.996 0.403
C 0.797 0.031 -1.157
C 1.055 -0.205 0.306
N -3.079 0.420 0.803
N -2.293 -0.506 -0.984
N -1.614 0.584 -0.871
Cl 0.095 -2.700 0.355
H -3.812 -1.542 0.102
H -1.742 2.100 0.647
H 0.043 1.931 -1.060
H 0.176 1.351 1.391
H 1.097 0.117 2.223
H 1.886 1.322 1.033
H 2.627 -1.771 -0.276
H 3.215 -0.300 0.487
H 2.228 -1.406 1.406
H -0.394 0.961 -2.566
H 0.391 -0.998 -1.523
H 1.617 0.582 -1.584
```

---

The following is a quantum chemistry calculation of a gas-phase ion, C8H12ClNO3P (charge +1) at a distorted geometry, from the OMol25 dataset.

SMILES	C=C[P@@H](CC(=O)Cl)=[N+](C(C)=O)C(C)=O
orbital gap	10.191	eV
spin multiplicity	1
total charge	+1
E_HOMO	-14.372	eV

XYZ file:
```
26
C8H12ClNO3P, DFT the ωB97M-V functional and the def2-TZVPD basis
C 1.144 -2.860 0.316
C 1.090 -1.812 -0.489
P 1.000 -0.165 0.139
C 2.407 0.839 -0.499
C 1.960 1.850 -1.543
O 2.194 1.702 -2.701
Cl 1.100 3.285 -0.982
N -0.427 0.617 -0.295
C -1.301 -0.199 -1.139
C -2.692 -0.545 -0.688
O -0.898 -0.554 -2.208
C -1.149 1.317 0.789
C -1.032 0.918 2.238
O -1.830 2.240 0.459
H 0.843 -3.840 -0.005
H 1.536 -2.740 1.315
H 1.123 -1.980 -1.551
H 1.198 -0.256 1.520
H 2.829 1.376 0.340
H 3.117 0.175 -0.970
H -3.349 0.149 -1.194
H -2.829 -0.503 0.385
H -2.940 -1.527 -1.052
H -1.895 1.311 2.747
H -0.168 1.364 2.713
H -1.032 -0.162 2.355
```

---

The following is a quantum chemistry calculation of 2 unconnected molecules or ions with the total composition C8H12F2N2Si at a distorted geometry, from the OMol25 dataset.

orbital gap	8.182	eV
spin multiplicity	1
total charge	0
E_HOMO	-8.569	eV

XYZ file:
```
25
C8H12F2N2Si, DFT the ωB97M-V functional and the def2-TZVPD basis
C -0.096 -1.902 -0.488
C -0.364 1.423 -0.856
C -1.760 2.099 1.621
C -1.865 -0.777 -1.555
C 3.077 -1.292 -0.951
C -0.676 1.068 1.568
C -1.114 -0.917 -0.231
C -0.413 0.416 0.202
N 0.748 -2.674 -0.694
N -0.279 2.180 -1.692
F 2.940 1.122 0.811
F 2.172 -1.171 1.580
Si 2.325 -0.201 0.314
H -2.271 1.953 2.533
H -2.405 2.138 0.600
H -1.349 3.105 1.714
H -2.206 -1.756 -1.984
H -1.336 -0.317 -2.317
H -2.813 -0.278 -1.419
H 3.562 -0.782 -1.821
H 4.027 -1.685 -0.375
H 2.410 -2.039 -1.273
H 0.318 1.460 2.049
H -0.907 0.107 2.038
H -1.727 -1.277 0.624
```

---

The following is a quantum chemistry calculation of a gas-phase ion, C8H12F3O2Si (charge +1) at a distorted geometry, from the OMol25 dataset.

orbital gap	6.180	eV
spin multiplicity	1
total charge	+1
E_HOMO	-12.739	eV

XYZ file:
```
26
C8H12F3O2Si, DFT the ωB97M-V functional and the def2-TZVPD basis
C 2.939 1.238 -0.872
C 2.245 0.189 -1.477
C 2.784 2.037 0.224
C 1.085 -0.568 -0.920
C -2.329 -1.263 -0.522
C -2.007 1.862 -0.114
C -1.541 -0.211 2.248
C 1.780 -1.684 0.019
O 0.227 0.216 -0.154
O 2.817 2.819 1.045
F 2.434 -2.603 -0.667
F 2.608 -1.075 0.863
F 0.849 -2.251 0.751
Si -1.397 0.116 0.247
H 3.758 1.768 -1.495
H 2.595 -0.156 -2.466
H 0.541 -1.174 -1.552
H -2.128 -2.292 -0.262
H -3.359 -1.289 -0.116
H -2.401 -1.290 -1.675
H -3.067 1.680 -0.085
H -1.919 2.679 0.457
H -1.731 2.076 -1.175
H -0.614 0.169 2.775
H -2.500 0.323 2.496
H -1.668 -1.316 2.429
```

---

The following is a quantum chemistry calculation of 3 unconnected molecules or ions with the total composition C8H12FO6 at a distorted geometry, from the OMol25 dataset.

orbital gap	8.129	eV
spin multiplicity	1
total charge	-1
E_HOMO	-5.039	eV

XYZ file:
```
27
C8H12FO6, DFT the ωB97M-V functional and the def2-TZVPD basis
F -11.426 -17.523 34.941
C -8.548 -19.340 34.906
C -9.461 -20.444 34.490
C -10.475 -19.993 33.263
O -10.174 -20.943 32.346
C -9.230 -21.820 32.683
O -8.852 -22.782 32.003
O -8.885 -21.585 33.959
H -7.768 -19.199 34.059
H -7.926 -19.760 35.738
H -9.109 -18.655 35.281
H -10.160 -20.603 35.336
H -10.262 -18.897 33.176
H -11.394 -19.908 33.623
C -15.492 -17.748 34.982
C -15.583 -16.363 34.374
C -14.524 -15.982 33.475
O -15.324 -15.629 32.309
C -16.623 -15.725 32.498
O -17.537 -15.361 31.766
O -16.793 -16.151 33.774
H -15.561 -18.517 34.088
H -16.276 -17.974 35.688
H -14.521 -17.950 35.377
H -15.565 -15.674 35.166
H -13.749 -16.715 33.252
H -13.912 -15.124 33.619
```

---

The following is a quantum chemistry calculation of a gas-phase ion, C8H12N (charge +1) at a distorted geometry, from the OMol25 dataset.

SMILES	CC/C=C1/C2=C[C@]21[NH2+]C
orbital gap	9.448	eV
spin multiplicity	1
total charge	+1
E_HOMO	-13.548	eV

XYZ file:
```
21
C8H12N, DFT the ωB97M-V functional and the def2-TZVPD basis
C -2.499 -0.442 0.360
C -1.551 -1.410 -0.305
C -0.360 -1.692 0.544
C 0.853 -1.226 0.404
C 2.284 -1.038 0.850
C 2.966 -0.479 -0.112
C 1.519 -0.081 -0.338
N 1.160 1.242 0.203
C 0.443 2.099 -0.726
H -3.246 -0.366 -0.391
H -2.015 0.468 0.550
H -2.947 -0.927 1.207
H -1.146 -1.060 -1.241
H -2.022 -2.403 -0.530
H -0.525 -2.488 1.282
H 3.935 -0.051 -0.442
H 0.492 1.039 0.974
H 1.995 1.725 0.397
H 0.931 2.199 -1.644
H -0.581 1.742 -0.762
H 0.315 3.149 -0.280
```

---

The following is a quantum chemistry calculation of 2 unconnected molecules or ions with the total composition C8H12N2O at a distorted geometry, from the OMol25 dataset.

SMILES	CNC(C)=O.c1ccncc1
orbital gap	10.190	eV
spin multiplicity	1
total charge	0
E_HOMO	-9.620	eV

XYZ file:
```
23
C8H12N2O, DFT the ωB97M-V functional and the def2-TZVPD basis
C 3.591 1.369 0.626
N 2.694 0.649 -0.243
C 2.661 -0.720 -0.253
C 1.495 -1.222 -1.057
O 3.419 -1.524 0.340
H 4.374 0.639 0.825
H 3.942 2.213 0.034
H 3.037 1.616 1.607
H 1.877 1.106 -0.731
H 1.082 -0.229 -1.511
H 0.708 -1.633 -0.488
H 1.808 -1.839 -1.825
C -2.403 -0.316 1.374
C -3.784 -0.598 0.933
C -4.122 -0.149 -0.321
N -3.283 0.360 -1.159
C -2.066 0.649 -0.858
C -1.554 0.338 0.452
H -1.975 -0.724 2.272
H -4.576 -1.289 1.420
H -5.116 -0.312 -0.532
H -1.343 0.987 -1.582
H -0.465 0.628 0.677
```

---

The following is a quantum chemistry calculation of a single C8H12N2O2 molecule at a distorted geometry, from the OMol25 dataset.

SMILES	O=C(O)CCCCc1c[nH]cn1
orbital gap	9.428	eV
spin multiplicity	1
total charge	0
E_HOMO	-9.114	eV

XYZ file:
```
24
C8H12N2O2, DFT the ωB97M-V functional and the def2-TZVPD basis
O 2.125 1.306 3.137
C 1.575 0.942 2.074
O 0.632 1.713 1.668
C 1.809 -0.237 1.178
C 1.006 -1.511 1.472
C -0.510 -1.307 0.977
C -0.237 -1.415 -0.651
C -0.726 -0.055 -1.173
C -1.692 0.061 -2.223
N -1.822 1.381 -2.463
C -1.097 2.076 -1.565
N -0.238 1.236 -0.848
H 0.427 1.676 0.691
H 1.599 0.249 0.143
H 3.044 -0.333 1.272
H 1.583 -2.335 0.924
H 1.063 -1.639 2.498
H -0.938 -0.383 0.985
H -1.298 -1.887 1.365
H -0.983 -2.076 -1.196
H 0.780 -1.532 -0.812
H -2.412 -0.631 -2.717
H -2.670 1.522 -3.061
H -1.020 3.181 -1.675
```

---

The following is a quantum chemistry calculation of a single C8H12N2O2 molecule at a distorted geometry, from the OMol25 dataset.

SMILES	O=C=NCCCCCCN=C=O
orbital gap	10.385	eV
spin multiplicity	1
total charge	0
E_HOMO	-9.986	eV

XYZ file:
```
24
C8H12N2O2, DFT the ωB97M-V functional and the def2-TZVPD basis
O 0.315 3.465 3.910
C -0.151 2.512 3.254
N -0.857 1.588 2.562
C -0.011 0.279 2.727
C -0.621 -1.057 1.891
C -1.314 -0.516 0.700
C -0.271 -0.139 -0.276
C 0.396 -1.390 -0.599
C 1.420 -1.607 -2.033
N 0.504 -1.138 -3.026
C 0.401 -0.713 -4.233
O 0.035 -0.583 -5.372
H 1.083 0.628 2.221
H 0.235 0.098 3.889
H -1.465 -1.364 2.592
H 0.268 -1.851 1.494
H -1.858 0.251 1.103
H -2.119 -1.264 0.312
H 0.580 0.501 0.346
H -0.689 0.293 -1.029
H 1.029 -1.833 0.321
H -0.510 -2.104 -0.734
H 2.430 -0.998 -1.853
H 1.595 -2.789 -2.308
```

---

The following is a quantum chemistry calculation of a single C8H12N2OS molecule, from the OMol25 dataset.

SMILES	CC(C)NC(=O)Nc1cccs1
orbital gap	9.092	eV
spin multiplicity	1
total charge	0
E_HOMO	-8.378	eV

XYZ file:
```
24
C8H12N2OS, DFT the ωB97M-V functional and the def2-TZVPD basis
C 1.027 3.563 0.719
C 1.261 2.257 1.472
C 0.578 2.271 2.839
N 0.779 1.147 0.673
C 1.501 0.017 0.507
O 2.629 -0.150 0.915
N 0.870 -0.999 -0.204
C -0.368 -1.006 -0.810
C -1.008 -0.013 -1.494
C -2.282 -0.408 -1.966
C -2.595 -1.686 -1.648
S -1.347 -2.451 -0.736
H 1.436 4.397 1.281
H 1.510 3.530 -0.254
H -0.039 3.731 0.575
H 2.335 2.085 1.601
H 0.972 3.081 3.446
H 0.757 1.332 3.357
H -0.496 2.412 2.727
H -0.208 1.128 0.465
H 1.374 -1.874 -0.175
H -0.571 0.946 -1.703
H -2.926 0.238 -2.535
H -3.477 -2.242 -1.893
```